This record from the Open Molecules 2025 dataset describes a 9-piece molecular cluster, C28H66ClN18O15S overall. The level of theory is ωB97M-V with the def2-TZVPD basis set.

Computed properties:
- Lowest unoccupied orbital energy: -0.16860 hartree
- HOMO energy: -10.820 eV
- Kohn-Sham gap: 6.232 eV
- Energy relative to the best compared isomer or geometry (same formula, charge and spin): 0.0 kJ/mol
- Total energy: -110988.393 eV
- Spin multiplicity: 1
- Total charge: +1

Structure (XYZ):
```
129
Properties=species:S:1:pos:R:3:forces:R:3:lowdin_charge:R:1
C 8.00661 0.40706 0.40315 0.4169 -0.3395 -0.6281 -0.099
C 6.90952 -0.64612 -0.12287 1.1415 -0.1736 1.7038 -0.268
O 6.08078 -0.13880 -1.19753 -0.9173 -0.8140 0.4298 -0.209
C 4.87271 -0.95301 -1.34672 0.6013 -1.1916 0.1101 -0.159
C 4.40690 -1.09288 -2.88179 1.4214 -0.8540 0.7767 -0.090
O 3.39605 -0.13253 -3.29002 2.7270 0.4935 -0.0954 -0.117
O 2.21982 -0.76856 -3.58559 -3.7591 -0.9337 1.9837 -0.004
C 1.25930 -0.17438 -2.69138 1.0425 4.2545 1.3231 -0.240
O 1.52342 0.99717 -2.28330 -1.8300 -4.9961 -1.4379 0.052
C -0.04834 -0.90079 -2.15948 -3.3459 -2.9351 0.9487 0.051
C -0.04253 -2.45293 -1.86001 -3.1140 1.6476 0.8769 0.087
C -1.31817 -3.11217 -1.30173 2.1949 3.2682 -1.3580 0.066
N -2.54576 -2.34715 -1.04073 2.7830 1.0273 -1.3889 -0.072
N -3.60110 -3.06690 -0.49779 -0.7228 -0.5002 0.2418 0.113
C -2.66949 -0.92961 -1.30126 2.7791 0.6938 -0.6663 -0.068
O -3.81358 -0.15144 -1.04997 2.9027 -2.3545 -1.4042 -0.097
C -4.98007 -0.60567 -1.81355 -1.5325 -1.6179 0.1108 -0.097
C -6.08700 -1.10726 -0.72039 -0.1513 0.0588 0.1595 -0.293
C -5.65604 -0.61304 0.76205 -0.6182 -0.2270 0.1352 -0.070
C -7.58051 -0.61685 -1.05551 -0.9549 0.0694 -0.1764 -0.352
C -8.07919 -0.94744 -2.54964 -0.8032 0.2162 -0.1385 -0.104
C -8.66935 -1.28436 -0.02603 1.6457 -0.6392 0.5343 -0.082
C -1.40748 -0.17188 -1.87510 1.3064 -1.4950 -0.1526 0.039
C -1.55505 1.39827 -2.16250 -1.1976 -0.4452 0.3391 -0.135
C -1.71879 2.22786 -0.77517 -0.9297 0.4525 -0.2573 -0.158
C -1.62722 3.82843 -1.07847 0.6650 -0.5952 0.3256 -0.175
C -2.93770 4.61629 -0.51503 -0.7281 -1.6315 -1.2276 -0.245
S -2.55007 6.30778 0.12712 3.7435 4.6993 -2.3121 0.467
O -1.11769 6.39810 0.59652 -3.7973 -1.4881 -0.5982 -0.419
O -2.77458 7.37046 -0.93805 -0.4826 -3.7905 2.9166 -0.387
Cl -3.74752 6.82125 1.76340 0.5205 -0.8579 -1.0073 0.368
H 7.59477 1.19173 1.12388 0.4084 -1.0970 -1.1607 0.073
H 8.54521 0.90834 -0.48088 -1.0223 -0.6205 1.2267 0.085
H 8.82484 -0.15860 0.98420 -1.5406 0.8153 -0.8882 0.062
H 7.48096 -1.60732 -0.42067 -1.0221 1.4174 0.0144 0.129
H 6.28081 -0.94469 0.80120 0.6531 0.4950 -1.4711 0.126
H 5.18946 -2.01613 -1.00720 -0.7740 1.4836 -0.6144 0.130
H 4.04473 -0.60625 -0.63620 0.9620 -0.2740 -1.0764 0.133
H 4.06247 -2.17045 -3.04771 0.1424 1.6308 0.2417 0.115
H 5.35363 -0.94256 -3.52024 -1.5714 0.0357 0.8124 0.155
H 0.88693 -3.11621 -2.01512 -1.4975 1.0380 0.2133 0.096
H -1.31697 -4.23003 -1.06553 -0.2559 1.8500 -0.3610 0.137
H -3.27177 -3.93831 -0.04719 -0.0965 0.8965 -0.4666 0.130
H -4.32483 -3.29212 -1.19674 0.5188 0.1483 0.3323 0.114
H -4.61400 -1.49915 -2.45381 -0.9095 1.5470 0.7518 0.136
H -5.40314 0.19679 -2.51368 0.9843 -0.8418 1.2103 0.144
H -6.07275 -2.24980 -0.77651 -0.3246 1.5307 0.2549 0.110
H -4.71750 -1.15009 1.15632 -1.3603 1.1174 -0.8111 0.080
H -5.54940 0.52507 0.72967 0.1725 -1.5833 0.1896 0.091
H -6.47592 -0.82721 1.55096 1.1788 0.2555 -1.5519 0.088
H -7.65827 0.52981 -0.92874 0.3575 -1.7387 -0.1441 0.140
H -7.90929 -0.07544 -3.29147 0.0603 -1.5402 1.1292 0.082
H -9.23049 -1.06309 -2.49832 1.8880 0.2259 -0.1864 0.079
H -7.68640 -1.94509 -2.96863 -0.3592 1.5434 0.6871 0.080
H -8.04394 -1.97089 0.66671 -1.2439 0.9890 -0.9252 0.070
H -9.41123 -1.97714 -0.55315 0.9436 1.2767 0.6877 0.073
H -9.16850 -0.51026 0.64974 0.5235 -1.1112 -1.1623 0.085
H -2.55040 1.53697 -2.73756 1.5270 -0.2926 0.8807 0.133
H -0.74178 1.82037 -2.84917 -0.9163 -0.9352 1.3130 0.121
H -0.99653 1.88800 0.04426 -0.8374 0.6394 -1.2364 0.105
H -2.79065 2.05614 -0.38202 1.7515 -0.1350 -0.6057 0.101
H -0.65310 4.19696 -0.60365 -1.5576 -0.2366 -0.6619 0.112
H -1.54058 3.94679 -2.21786 -0.2615 0.1842 1.7726 0.122
H -3.53845 3.95942 0.22341 1.2323 1.4368 -0.7701 0.112
H -3.63024 4.76539 -1.43073 1.0016 0.2411 1.7012 0.123
C 2.83217 -5.35482 -2.95045 0.0904 -0.7890 -0.2912 -0.655
O 2.45772 -4.64042 -2.02315 -0.1095 0.7111 0.1292 -0.028
N 2.90798 -6.69763 -2.84726 0.0553 -0.2187 0.5119 0.182
N 3.19956 -4.85507 -4.15412 0.0183 0.7329 -0.2579 0.170
H 3.21074 -7.29927 -3.59160 -0.0156 0.1043 0.0270 0.109
H 2.63978 -7.10686 -1.96474 -0.2237 0.0229 -0.1868 0.100
H 3.15575 -3.85547 -4.26987 -0.0031 -0.2080 -0.0991 0.091
H 3.50795 -5.42120 -4.92377 -0.0287 0.0152 0.0848 0.108
C 7.05400 3.99222 -2.44568 0.1087 -0.0385 -0.5519 -0.703
O 7.26803 3.78793 -3.62954 -0.0510 0.0036 0.1797 0.026
N 7.55867 5.06423 -1.78522 0.3910 0.6930 0.1389 0.147
N 6.29229 3.16458 -1.68698 -0.6422 -0.5521 0.1348 0.154
H 7.39484 5.25005 -0.81270 0.0306 -0.0409 -0.0935 0.091
H 8.12999 5.70228 -2.31520 -0.1056 -0.1291 0.1150 0.108
H 5.89986 2.35556 -2.14199 0.1929 0.0322 0.1830 0.091
H 6.10452 3.31399 -0.71283 0.1584 -0.0433 -0.0787 0.083
C 8.99817 -0.86553 4.13145 0.0427 0.2239 -0.2227 -0.684
O 8.98237 -0.10594 3.17315 0.0123 -0.1177 0.2903 0.006
N 8.27620 -0.63867 5.25599 -0.5181 0.3610 0.4219 0.151
N 9.73889 -2.00051 4.15249 0.4360 -0.5271 -0.3072 0.153
H 8.27547 -1.24907 6.05289 0.0271 0.0534 -0.0759 0.097
H 7.71257 0.19555 5.27898 0.1301 -0.1651 0.0272 0.108
H 10.28994 -2.20417 3.33449 -0.0750 0.0357 0.1892 0.109
H 9.76574 -2.63659 4.92856 -0.0009 0.0804 -0.0542 0.097
C -0.04113 7.97795 3.99256 -0.2368 -0.1077 -0.0883 -0.703
O -1.14689 7.81526 4.48953 0.0532 -0.0410 0.0270 0.005
N 0.28235 7.51116 2.76304 -0.1779 -0.3796 -0.2542 0.154
N 0.95681 8.64038 4.63057 0.3493 0.4162 0.7082 0.143
H 1.18302 7.63340 2.33744 -0.0982 0.0508 0.0399 0.097
H -0.43621 7.01227 2.25640 0.3030 0.1932 -0.0237 0.040
H 0.75390 9.00274 5.54806 0.0556 -0.0494 -0.1905 0.106
H 1.87025 8.78485 4.24097 -0.1143 -0.0062 -0.0010 0.091
C 1.83069 2.61824 1.35571 0.0912 0.0102 -0.0171 -0.679
O 0.71980 2.46481 1.84877 -0.1997 -0.0618 -0.0245 0.006
N 2.16584 2.11324 0.14574 -0.2321 -0.3285 -0.1768 0.168
N 2.81715 3.30683 1.97871 0.1621 0.3845 0.6324 0.162
H 3.06879 2.22713 -0.27896 -0.1007 0.0221 -0.0443 0.097
H 1.45708 1.59498 -0.34708 0.2657 0.1816 -0.0635 0.061
H 2.60409 3.69824 2.88240 0.0593 -0.0506 -0.1590 0.112
H 3.73295 3.44405 1.59223 -0.1017 -0.0373 0.0004 0.093
C -1.62443 1.99849 5.52435 0.0530 -0.3046 0.1121 -0.709
O -1.54117 0.91330 6.08226 -0.0239 0.0285 -0.0361 0.008
N -2.29643 3.04732 6.06111 -0.4811 0.3582 0.5146 0.148
N -1.05236 2.24769 4.32162 0.2223 -0.2272 -0.5067 0.149
H -2.37625 3.94583 5.61970 0.0659 -0.0502 0.0396 0.095
H -2.73580 2.90148 6.95540 0.1034 0.0503 -0.1764 0.106
H -0.54324 1.49375 3.88999 0.0011 0.2963 -0.0251 0.087
H -1.10871 3.13057 3.84684 0.1338 -0.0809 0.0041 0.086
C -8.25919 -5.21667 -1.70322 -0.1282 -0.0364 0.0219 -0.707
O -7.09497 -4.84718 -1.72468 0.4025 0.2343 0.0250 -0.010
N -8.82775 -5.78188 -0.61162 0.0735 -0.1915 0.6806 0.157
N -9.08558 -5.09187 -2.76914 -0.0982 0.2628 -0.6677 0.158
H -9.78246 -6.09028 -0.57458 0.0837 0.0214 -0.0256 0.101
H -8.24644 -5.89316 0.20320 -0.1519 -0.0043 -0.1427 0.109
H -8.70106 -4.67635 -3.60209 -0.1130 -0.1123 0.1334 0.107
H -10.04496 -5.38774 -2.77075 0.0884 0.0050 0.0135 0.101
C 0.55421 -6.43009 0.26686 0.1719 0.0218 -0.0077 -0.706
O 0.46532 -6.90849 -0.85710 -0.0671 -0.0314 -0.0328 0.006
N -0.03286 -6.99665 1.35002 -0.5616 -0.5193 0.2816 0.153
N 1.24602 -5.29465 0.52504 0.1756 0.7733 -0.1333 0.159
H 0.02764 -6.62140 2.27934 0.0528 -0.0345 -0.0786 0.098
H -0.55675 -7.84376 1.19801 0.1319 0.1280 0.0683 0.109
H 1.69997 -4.84115 -0.25899 0.1368 -0.2557 -0.0310 0.054
H 1.33000 -4.88765 1.43930 -0.0323 -0.1613 -0.0024 0.101
```
Forces are in eV/Å.